Record 1
The following is a quantum chemistry calculation of C9H22ClI2N3OPRe as an isolated structure at a distorted geometry, from OMol25.

```
40
C9H22ClI2N3OPRe, DFT the ωB97M-V functional and the def2-TZVPD basis
I 0.8130 -2.9972 -1.7787
I -1.5410 -3.7235 2.3628
Re -1.1480 0.7472 0.1417
P -3.1222 -0.6123 -0.8849
C -3.4676 -2.4499 -0.9986
C -4.6404 -0.0166 -0.0066
H -3.3007 1.0998 -2.5153
H -4.5325 -0.1916 -2.7504
H -2.8270 -0.4855 -3.2849
C -3.4841 0.0307 -2.5635
H -4.5808 1.0631 -0.0479
H -5.4881 -0.4094 -0.5463
H -4.4873 -2.5732 -1.3432
H -3.3630 -2.9123 -0.0146
H -4.5681 -0.4129 1.0182
H -2.7970 -2.9440 -1.7119
C -0.9231 -1.1730 -0.0167
O -0.7850 -2.3450 0.0016
Cl -2.4434 2.5364 0.4326
C 3.0086 -1.4448 1.5666
N 3.1259 -0.0109 1.3511
C 4.2170 0.6022 1.9736
C 2.0536 0.7717 0.8549
N 0.7438 0.3867 1.0458
N 2.2839 1.8687 0.0874
C 3.5631 2.1957 -0.5852
C 1.0057 2.3634 -0.5103
H 4.0051 -1.9355 1.6496
H 2.4229 -1.8279 0.6766
H 2.5134 -1.5436 2.5526
H 4.7504 1.2038 1.3327
H 3.9593 1.2690 2.7610
H 4.8866 -0.2198 2.3548
H 0.5118 -0.3522 1.6845
H 3.2374 2.8827 -1.3632
H 4.2536 2.7155 0.1151
H 4.0414 1.2861 -0.9797
H 0.8668 1.7774 -1.4735
H 0.1050 2.3177 0.2476
H 1.1309 3.4636 -0.8350
```

The expectation value of S² is 4.218. The spin multiplicity is 4. The energy relative to the best compared isomer or geometry (same formula, charge and spin) is 99.7 kcal per mole. As for the electronic energy: -56315.20285 eV. For the orbital gap (alpha / beta), the calculation gives 4.3 / 3.7 eV. The LUMO energy (alpha / beta) is -13.93 / -14.19 eV. Its max |F| is 5.3 eV Å⁻¹. For the HOMO energy (alpha / beta), the calculation gives -18.249 / -17.861 eV. The net charge is +3.

Results of the Löwdin charge analysis, in e, for atoms 1 through 2:
1. I 0.66
2. I 0.41

---

Record 2
The following is a quantum chemistry calculation of C22H34N2O29S8 as an isolated structure at a distorted geometry, from OMol25.

```
95
C22H34N2O29S8, DFT the ωB97M-V functional and the def2-TZVPD basis
O -1.1001 -6.3625 -1.2023
C -0.9262 -7.0119 -0.1965
C 0.4779 -7.5370 0.2740
C 0.5148 -7.3985 1.8302
C -0.2772 -8.2807 2.5449
C -0.3504 -8.2266 4.0165
C 0.4078 -7.2734 4.6797
C 1.2383 -6.3465 3.9400
N 2.0164 -5.3455 4.4103
S 2.6918 -4.5915 3.1324
N 2.1047 -5.4415 1.8306
C 1.3289 -6.3621 2.4550
H -1.7965 -7.2359 0.4854
H 0.6169 -8.6036 -0.0030
H 1.2590 -6.9312 -0.2210
H -0.8667 -9.0372 2.0018
H -1.0140 -8.9312 4.5345
H 0.3642 -7.2185 5.7763
C -1.0067 -3.0173 -0.8182
C 0.4955 -3.0910 -0.6681
O 0.9419 -1.7358 -0.7694
S -0.1871 -0.7586 -0.1623
O 0.1525 -0.4683 1.1822
O -0.4699 0.2456 -1.1213
O -1.3967 -1.8294 -0.1254
H -1.2973 -2.9105 -1.8662
H -1.5022 -3.8862 -0.3921
H 0.9615 -3.7085 -1.4325
H 0.7756 -3.4649 0.3203
C 2.9945 4.4549 -0.5927
C 3.2570 3.8142 -1.9400
O 3.0174 2.4183 -1.7364
S 1.8558 2.2357 -0.6320
O 0.6244 2.0273 -1.3023
O 2.3341 1.3585 0.3758
O 1.8745 3.7459 -0.0567
H 3.8423 4.3171 0.0833
H 2.7684 5.5160 -0.6764
H 4.2734 3.9819 -2.2888
H 2.5520 4.1711 -2.6932
C 0.5089 4.3438 -4.9775
C -0.0689 4.8975 -6.2612
O 0.6702 6.1001 -6.5039
S 2.1743 5.9201 -5.9545
O 3.0110 5.5599 -7.0423
O 2.4685 7.0105 -5.0947
O 1.9196 4.6083 -5.0594
H 0.1153 4.8667 -4.1085
H 0.3276 3.2755 -4.8696
H -1.1331 5.1087 -6.1816
H 0.1042 4.2193 -7.1008
C 1.1741 0.6573 5.6032
C 1.2338 -0.3086 4.4400
O 1.5562 -1.5736 5.0285
S 0.9093 -1.6557 6.5020
O -0.3238 -2.3583 6.4200
O 1.9415 -2.0159 7.3995
O 0.5779 -0.0820 6.6713
H 2.1766 0.9603 5.9167
H 0.5836 1.5428 5.3763
H 1.9807 -0.0258 3.7015
H 0.2621 -0.4069 3.9514
C -3.5242 8.3172 -3.3342
C -3.9166 7.7615 -4.6869
O -3.0469 6.6402 -4.8826
S -2.7243 5.9634 -3.4598
O -3.5936 4.8571 -3.2793
O -1.3143 5.8528 -3.3282
O -3.2411 7.1662 -2.5294
H -2.6149 8.9188 -3.4002
H -4.3177 8.9102 -2.8849
H -3.7947 8.4874 -5.4873
H -4.9460 7.3950 -4.6835
C -6.2590 3.3128 -4.2903
C -6.8425 2.0511 -4.8889
O -8.0601 2.4737 -5.5129
S -7.8824 3.9791 -6.0581
O -7.5603 3.9255 -7.4389
O -8.9499 4.7657 -5.5554
O -6.5408 4.3436 -5.2436
H -6.7555 3.5711 -3.3521
H -5.1883 3.2337 -4.1213
H -7.0385 1.2868 -4.1405
H -6.1899 1.6409 -5.6637
C 6.1472 -4.8207 6.2717
C 6.0307 -5.1241 7.7552
O 5.0287 -4.2267 8.2414
S 3.9474 -3.9638 7.0708
O 2.8424 -4.8243 7.2841
O 3.8113 -2.5653 6.9110
O 4.8108 -4.5588 5.8380
H 6.7446 -3.9224 6.0964
H 6.5724 -5.6522 5.7126
H 6.9680 -4.9747 8.2866
H 5.6776 -6.1455 7.9209
```

The spin multiplicity is 1. As for the electronic energy: -172395.51063 eV. For the orbital gap, the calculation gives 8.3 eV. The LUMO energy is -0.78 eV. Its max |F| is 3.8 eV Å⁻¹. For the HOMO energy, the calculation gives -9.087 eV.

Results of the Löwdin charge analysis, in e, for atoms 1 through 2:
1. O 0.03
2. C -0.23

---

Record 3
The following is a quantum chemistry calculation of one molecule with the formula C16H19N3O2S2 at a distorted geometry, from OMol25.

```
42
C16H19N3O2S2, DFT the ωB97M-V functional and the def2-TZVPD basis
C 2.0114 -3.6040 0.6287
H 1.0737 -3.3314 1.1064
H 2.8145 -3.0613 1.1203
H 2.1791 -4.6702 0.7580
C 1.9732 -3.2475 -0.8577
C 1.6069 -1.8165 -1.0557
C 0.5707 -1.2991 -1.7748
C 0.4981 0.1075 -1.7066
C 1.4846 0.6369 -0.9360
S 2.5267 -0.5606 -0.2898
S 1.7495 2.3457 -0.5559
O 1.4487 3.0925 -1.7394
O 3.0247 2.4863 0.0754
N 0.5872 2.7610 0.5538
C 0.7501 2.3801 1.9351
C 0.4379 0.9086 2.2530
C -0.8069 0.4206 1.5925
C -1.9740 1.1133 1.3395
N -2.8025 0.2435 0.7003
C -4.0573 0.3940 0.2135
C -4.6589 -0.6609 -0.3993
C -3.9886 -1.8952 -0.5152
C -2.7213 -2.0646 -0.0208
C -2.1052 -0.9574 0.5952
N -0.8997 -0.8448 1.1287
C -1.9839 -3.3609 -0.0830
H -0.9260 -3.1704 -0.2328
H -2.0952 -3.8912 0.8626
H -2.3709 -3.9907 -0.8800
H -4.4900 -2.7196 -0.9986
H -5.6558 -0.5517 -0.7937
H -4.5227 1.3596 0.3391
H -2.2704 2.1153 1.5745
H 1.2581 0.2632 1.9377
H 0.3412 0.8047 3.3375
H 0.1118 3.0364 2.5341
H 1.7934 2.5926 2.1731
H -0.3395 2.6261 0.1812
H -0.2394 0.7098 -2.2052
H -0.1231 -1.8987 -2.3363
H 2.9549 -3.4410 -1.2982
H 1.2434 -3.8720 -1.3773
```

The spin multiplicity is 1. The SMILES is CCc1ccc(S(=O)(=O)NCCc2cn3cccc(C)c3n2)s1. The energy relative to the best compared isomer or geometry (same formula, charge and spin) is 35.2 kcal per mole. As for the electronic energy: -47136.11039 eV. For the orbital gap, the calculation gives 8.9 eV. The LUMO energy is 0.57 eV. Its max |F| is 1.0 eV Å⁻¹. For the HOMO energy, the calculation gives -8.332 eV.

Results of the Löwdin charge analysis, in e, for atoms 1 through 2:
1. C -0.11
2. H 0.06

---

Record 4
The following is a quantum chemistry calculation of FH10O5Pb2 as an isolated structure at a distorted geometry, from OMol25.

```
18
FH10O5Pb2, DFT the ωB97M-V functional and the def2-TZVPD basis
Pb -1.0651 0.6303 2.7271
Pb -3.4679 -0.5078 -0.5957
F -1.0103 -0.1130 0.2471
O -2.0015 -0.5220 -2.6697
H -1.8387 -1.1984 -3.3272
H -1.1955 -0.0059 -2.6518
O 1.4473 -0.0696 1.9486
H 2.2069 0.3768 2.3227
H 1.8183 -0.7972 1.4495
O 1.3706 0.3865 -1.2068
H 0.6199 0.1202 -0.6760
H 1.3709 1.3425 -1.1595
O 0.1675 -2.6899 0.4066
H -0.0509 -1.8097 0.1004
H 1.1006 -2.7857 0.2159
O -0.0366 2.5426 1.2839
H 0.9132 2.4587 1.2002
H -0.3489 2.6416 0.3845
```

The expectation value of S² is 0.753. The spin multiplicity is 2. As for the electronic energy: -23595.93261 eV. For the orbital gap (alpha / beta), the calculation gives 4.5 / 8.1 eV. The LUMO energy (alpha / beta) is -9.52 / -9.32 eV. Its max |F| is 2.6 eV Å⁻¹. For the HOMO energy (alpha / beta), the calculation gives -14.035 / -17.460 eV. The net charge is +2.

Results of the Löwdin charge analysis, in e, for atoms 1 through 2:
1. Pb 1.60
2. Pb 1.27